{"formula": "C34H34Br4IrN2O6Si", "method": "wB97M-V/def2-TZVPD", "elements": ["Ir", "C", "C", "N", "O", "C", "C", "N", "O", "H", "H", "H", "H", "H", "H", "H", "Br", "C", "C", "Br", "C", "Br", "C", "O", "C", "O", "C", "Br", "C", "C", "C", "C", "Si", "O", "C", "C", "C", "C", "C", "C", "C", "C", "C", "C", "C", "C", "H", "H", "H", "H", "H", "H", "H", "H", "H", "H", "H", "H", "H", "H", "H", "H", "H", "H", "H", "C", "C", "O", "C", "C", "C", "C", "C", "C", "H", "H", "H", "H", "H", "H", "H", "H"], "positions_angstrom": [[-0.19, -0.08, 1.92], [-1.55, 3.73, 3.35], [-1.34, 2.40, 2.69], [-0.18, 1.91, 2.47], [0.90, 2.59, 2.99], [-2.45, 1.63, 2.20], [-3.79, 2.21, 1.89], [-2.21, 0.35, 2.03], [-3.05, -0.46, 1.57], [-0.77, 3.89, 4.10], [-2.53, 3.77, 3.81], [-1.47, 4.53, 2.60], [1.66, 2.13, 2.62], [-4.41, 2.33, 2.79], [-4.30, 1.53, 1.22], [-3.69, 3.18, 1.40], [1.69, -2.64, 8.29], [1.71, -2.10, 6.48], [2.80, -2.39, 5.67], [4.26, -3.38, 6.35], [2.81, -1.92, 4.35], [4.28, -2.23, 3.20], [1.76, -1.17, 3.83], [1.79, -0.62, 2.65], [0.60, -0.96, 4.62], [-0.42, -0.35, 4.08], [0.62, -1.39, 5.94], [-0.92, -1.00, 6.97], [0.25, 3.46, -2.96], [-0.27, 2.90, -1.63], [0.57, 3.49, -0.49], [-1.73, 3.34, -1.42], [-0.18, 0.99, -1.56], [-0.22, 0.41, -0.09], [-1.65, 0.30, -2.54], [-2.53, -0.55, -1.86], [-3.60, -1.14, -2.52], [-3.82, -0.89, -3.86], [-2.98, -0.02, -4.54], [-1.90, 0.56, -3.89], [1.46, 0.48, -2.38], [1.56, -0.07, -3.66], [2.79, -0.45, -4.19], [3.94, -0.29, -3.44], [3.87, 0.25, -2.16], [2.64, 0.62, -1.64], [0.24, 4.56, -2.93], [-0.36, 3.14, -3.80], [1.28, 3.15, -3.14], [0.46, 4.59, -0.47], [1.63, 3.25, -0.61], [0.23, 3.10, 0.47], [-1.80, 4.44, -1.43], [-2.10, 2.98, -0.46], [-2.38, 2.95, -2.21], [-2.37, -0.72, -0.81], [-4.26, -1.81, -1.97], [-4.65, -1.36, -4.38], [-3.16, 0.20, -5.59], [-1.26, 1.24, -4.44], [0.66, -0.20, -4.25], [2.84, -0.86, -5.19], [4.90, -0.59, -3.85], [4.77, 0.37, -1.57], [2.58, 1.04, -0.64], [-1.83, -3.23, 0.11], [-0.46, -2.82, 0.54], [-0.32, -2.22, 1.61], [0.70, -3.20, -0.27], [0.67, -4.35, -1.08], [1.79, -4.72, -1.79], [2.95, -3.96, -1.73], [2.98, -2.82, -0.94], [1.87, -2.44, -0.20], [-2.56, -2.60, 0.62], [-2.02, -4.27, 0.39], [-1.94, -3.13, -0.97], [-0.22, -4.95, -1.11], [1.76, -5.62, -2.40], [3.83, -4.26, -2.29], [3.88, -2.22, -0.89], [1.88, -1.55, 0.41]], "lowdin_charge": [1.467, 0.013, -0.277, -0.146, 0.010, -0.292, -0.029, -0.226, -0.111, 0.085, 0.085, 0.097, 0.110, 0.082, 0.074, 0.074, 0.660, -0.773, -0.773, 0.660, -0.640, 0.720, -0.445, -0.266, -0.426, -0.196, -0.643, 0.723, -0.094, -0.592, -0.089, -0.086, 0.460, -0.414, -0.199, -0.089, -0.086, -0.104, -0.100, -0.112, -0.204, -0.084, -0.095, -0.109, -0.108, -0.103, 0.079, 0.063, 0.073, 0.083, 0.075, 0.046, 0.081, 0.066, 0.072, 0.067, 0.102, 0.093, 0.094, 0.088, 0.086, 0.095, 0.095, 0.102, 0.101, 0.002, -0.331, -0.043, -0.139, -0.026, -0.082, -0.069, -0.058, 0.007, 0.075, 0.101, 0.082, 0.110, 0.099, 0.103, 0.101, 0.094], "orbital_gap_ha": 0.2230, "e_tot_ev": -341963.467, "lumo_energy_ev": 1.7, "e_above_lowest_ev": 0.895, "total_charge": -1}

---

{"formula": "C2H4BrCl", "method": "wB97M-V/def2-TZVPD", "elements": ["C", "C", "Cl", "Br", "H", "H", "H", "H"], "positions_angstrom": [[-0.32, 0.66, -0.02], [0.48, -0.57, -0.01], [-2.48, -0.19, 0.04], [2.37, -0.01, 0.10], [-0.38, 1.23, -0.93], [-0.37, 1.22, 0.90], [0.40, -1.15, -0.93], [0.31, -1.19, 0.86]], "lowdin_charge": [-0.279, -0.679, 0.095, 0.620, 0.063, 0.060, 0.061, 0.059], "orbital_gap_ha": 0.3523, "e_tot_ev": -84702.758, "lumo_energy_ev": -1.1, "e_above_lowest_ev": 1.212, "total_charge": 0}